# 1
{
  "formula": "CH10N2O4",
  "method": "ωB97M-V/def2-TZVPD",
  "species": ["N", "C", "N", "O", "H", "H", "H", "H", "O", "H", "H", "O", "H", "H", "O", "H", "H"],
  "positions_angstrom": [[2.4593, 0.5984, -1.3283], [1.2748, 0.7906, -0.6351], [1.0197, 1.8483, 0.1536], [0.4210, -0.0953, -0.7567], [3.1182, 1.3459, -1.4307], [2.5469, -0.3174, -1.7217], [0.0088, 1.9805, 0.3473], [1.5216, 2.7134, 0.2701], [-1.3627, -1.6239, 2.1629], [-0.4318, -1.8680, 2.0527], [-1.9979, -1.9714, 1.5430], [-1.6697, 1.1403, 0.6488], [-1.5934, 0.7567, 1.5379], [-1.3992, 0.3629, 0.1304], [-1.4257, -2.0719, -0.6516], [-1.5995, -1.9228, -1.5855], [-0.5170, -1.6981, -0.5826]],
  "nbo_charge": [-0.843, 0.793, -0.850, -0.758, 0.393, 0.415, 0.447, 0.393, -0.988, 0.484, 0.505, -0.973, 0.487, 0.503, -0.979, 0.470, 0.501],
  "e_above_lowest_kj_mol": 46.4,
  "homo_ev": -10.34,
  "multiplicity": 1,
  "smiles": "NC(N)=O.O.O.O"
}



# 2
{
  "formula": "CH10N3O2",
  "method": "ωB97M-V/def2-TZVPD",
  "species": ["N", "C", "N", "N", "H", "H", "H", "H", "H", "H", "H", "H", "O", "H", "H", "O"],
  "positions_angstrom": [[-1.3264, 0.8496, 0.2793], [-1.5978, -0.4715, 0.2310], [-0.5541, -1.2915, 0.2159], [-2.8053, -0.8179, 0.0703], [-0.3129, 1.0887, 0.2700], [-2.1468, 1.4191, 0.4707], [-0.7633, -2.2591, 0.5253], [0.3136, -0.8876, 0.4859], [-2.9031, -1.5491, -0.6797], [-3.3568, 0.0042, 0.2498], [1.8807, 1.1289, -0.1369], [1.5465, 1.8295, 1.1735], [1.2184, 1.0976, 0.5993], [3.9824, -0.4306, -0.6922], [3.5756, 0.2301, -1.9707], [3.2493, 0.0596, -1.0916]],
  "mulliken_spin": [-0.290, 4.006, -0.487, -0.579, -0.012, -0.375, -0.180, -0.245, -0.327, -0.456, 0.036, 0.044, -0.162, -0.020, -0.019, 0.066],
  "e_above_lowest_kj_mol": 121.9,
  "homo_ev": [-2.57, -9.84],
  "multiplicity": 2
}



# 3
{
  "formula": "CH10N6P",
  "method": "ωB97M-V/def2-TZVPD",
  "species": ["C", "N", "N", "N", "N", "N", "N", "P", "H", "H", "H", "H", "H", "H", "H", "H", "H", "H"],
  "positions_angstrom": [[-0.7050, 0.1343, -1.5222], [-0.4229, -1.2280, 1.5412], [-1.3995, 0.2708, -2.6275], [-0.0162, -0.9170, -1.1349], [1.9782, -0.2280, 0.4757], [0.4873, 1.1616, 1.7893], [-0.4531, 1.0776, -0.4694], [0.3271, 0.0440, 0.6179], [-1.0293, -0.8671, 2.2272], [-1.3269, -0.4429, -3.2332], [-1.8486, 1.1058, -2.9088], [0.0237, -1.8914, -1.4959], [-0.7739, -2.0533, 1.1041], [2.3404, -1.1329, 0.2500], [2.4688, 0.3648, 1.0695], [1.2879, 1.0508, 2.4005], [-0.4409, 1.5299, 2.2110], [-0.4972, 2.0210, -0.2944]],
  "nbo_charge": [0.664, -1.116, -0.731, -0.842, -1.144, -1.236, -0.920, 2.158, 0.396, 0.411, 0.428, 0.430, 0.400, 0.421, 0.394, 0.420, 0.421, 0.445],
  "e_above_lowest_kj_mol": 10.3,
  "homo_ev": -13.75,
  "multiplicity": 1,
  "total_charge": 1
}



# 4
{
  "formula": "CH10NO4",
  "method": "ωB97M-V/def2-TZVPD",
  "species": ["N", "C", "O", "H", "H", "H", "H", "H", "H", "O", "H", "H", "O", "H", "H", "O"],
  "positions_angstrom": [[0.4728, 1.4952, -1.2530], [0.3578, 0.1505, -1.8716], [-0.4786, -0.7320, -1.2423], [0.9512, 1.3461, -0.3570], [-0.4644, 1.7572, -0.9527], [1.3791, -0.2504, -1.9536], [-0.0206, 0.3542, -2.8896], [-2.2103, -0.1541, 0.9524], [-0.9812, -0.1719, 0.0291], [-1.3261, 0.2418, 0.9381], [1.2985, 1.1921, 2.1388], [-0.1552, 0.7758, 2.1700], [0.6179, 0.8829, 2.7580], [-0.1726, -2.1612, -0.1770], [0.4958, -2.0315, 1.1738], [0.2358, -2.6948, 0.5367]],
  "nbo_charge": [-0.878, 0.124, -0.955, 0.323, 0.351, 0.103, 0.095, 0.460, 0.503, -1.070, 0.450, 0.511, -0.986, 0.513, 0.462, -1.004],
  "e_above_lowest_kj_mol": 13.2,
  "homo_ev": -4.23,
  "multiplicity": 1,
  "total_charge": -1
}



# 5
{
  "formula": "CH10O3S2",
  "method": "ωB97M-V/def2-TZVPD",
  "species": ["C", "S", "S", "H", "H", "H", "H", "O", "H", "H", "O", "H", "H", "O", "H", "H"],
  "positions_angstrom": [[-0.7956, 1.3737, 1.4735], [0.0739, 3.0602, 1.2676], [1.3102, 2.8260, -0.2554], [-1.3011, 0.9630, 0.6701], [-1.6008, 1.4981, 2.1604], [-0.0494, 0.6118, 1.8333], [0.5232, 2.4740, -1.2935], [-1.2262, -0.8193, -0.8252], [-1.5410, 0.0699, -1.0444], [-2.0000, -0.9736, -0.1543], [1.0074, -2.0343, -2.3734], [1.5080, -1.9102, -1.4840], [0.2684, -1.4429, -2.3803], [1.2544, -2.0639, 1.0802], [0.5684, -2.0655, 0.3748], [2.0004, -1.5669, 0.9505]],
  "nbo_charge": [-0.709, 0.071, -0.123, 0.187, 0.222, 0.236, 0.111, -0.942, 0.468, 0.478, -0.948, 0.468, 0.478, -0.964, 0.493, 0.473],
  "e_above_lowest_kj_mol": 140.4,
  "homo_ev": -8.86,
  "multiplicity": 1,
  "smiles": "CSS.O.O.O"
}



# 6
{
  "formula": "CH11AgO6",
  "method": "ωB97M-V/def2-TZVPD",
  "species": ["Ag", "O", "H", "O", "H", "O", "H", "O", "H", "H", "O", "H", "H", "C", "O", "H", "H", "H", "H"],
  "positions_angstrom": [[30.2313, -13.2715, -2.4668], [28.4435, -14.3162, -3.2651], [28.4378, -15.2448, -2.9614], [30.2969, -12.3289, -4.5762], [31.2050, -12.5452, -4.8645], [29.3910, -11.2214, -2.1171], [29.3004, -10.5005, -1.4639], [32.3255, -12.7272, -2.0070], [33.0716, -12.8134, -1.4136], [32.6523, -12.1870, -2.7265], [31.1784, -15.3354, -2.5212], [31.9077, -15.8226, -2.9047], [30.7597, -15.9583, -1.9271], [28.6633, -14.3151, 0.6459], [29.7077, -13.5903, -0.0280], [29.1044, -14.5863, 1.6051], [27.8087, -13.6668, 0.8400], [28.2920, -15.1615, 0.0682], [29.8845, -12.8252, 0.5242]],
  "mulliken_spin": [0.291, 0.217, -0.007, 0.454, -0.018, 0.034, -0.003, 0.019, 0.000, 0.000, 0.018, -0.003, -0.007, 0.000, 0.003, 0.001, 0.000, -0.001, 0.003],
  "homo_ev": [-2.76, -2.54],
  "multiplicity": 2,
  "total_charge": -1
}



Please write out number 5 again, unchanged.
{
  "formula": "CH10O3S2",
  "method": "ωB97M-V/def2-TZVPD",
  "species": ["C", "S", "S", "H", "H", "H", "H", "O", "H", "H", "O", "H", "H", "O", "H", "H"],
  "positions_angstrom": [[-0.7956, 1.3737, 1.4735], [0.0739, 3.0602, 1.2676], [1.3102, 2.8260, -0.2554], [-1.3011, 0.9630, 0.6701], [-1.6008, 1.4981, 2.1604], [-0.0494, 0.6118, 1.8333], [0.5232, 2.4740, -1.2935], [-1.2262, -0.8193, -0.8252], [-1.5410, 0.0699, -1.0444], [-2.0000, -0.9736, -0.1543], [1.0074, -2.0343, -2.3734], [1.5080, -1.9102, -1.4840], [0.2684, -1.4429, -2.3803], [1.2544, -2.0639, 1.0802], [0.5684, -2.0655, 0.3748], [2.0004, -1.5669, 0.9505]],
  "nbo_charge": [-0.709, 0.071, -0.123, 0.187, 0.222, 0.236, 0.111, -0.942, 0.468, 0.478, -0.948, 0.468, 0.478, -0.964, 0.493, 0.473],
  "e_above_lowest_kj_mol": 140.4,
  "homo_ev": -8.86,
  "multiplicity": 1,
  "smiles": "CSS.O.O.O"
}



Which value of multiplicity does entry 1 give? 1